(P)
# C6H14N2O

A structure of composition C6H14N2O (ωB97M-V with the def2-TZVPD basis set, the OMol25 dataset).

```
! RIJCOSX wB97M-V def2-TZVPD def2/J DEFGRID3
* xyz 0 1
C 1.828 -0.208 1.443
H -2.796 -0.620 -1.273
H 2.725 0.572 -1.356
C -1.717 -0.607 -1.467
H 0.723 -1.471 0.208
H -0.559 2.182 1.097
C -1.071 0.442 -0.626
C 0.796 -0.442 0.561
H -1.352 -1.605 -1.222
N -0.765 1.341 1.630
H -1.552 -0.421 -2.531
H -0.941 -1.208 2.233
H 2.000 0.772 1.869
O 0.717 0.378 -0.973
C -0.705 0.154 0.792
N -1.471 -0.898 1.421
H 2.461 -1.015 1.787
H 1.898 -0.782 -2.170
H 1.621 0.898 -2.738
C 1.810 0.269 -1.868
H -0.032 1.316 2.335
H -2.352 -0.519 1.753
H -1.264 1.473 -0.905
*
```

Calculated values
LUMO level = 0.58 eV



(Q)
# C6H14N2O

A cluster of 2 separate species, C6H14N2O in total (ωB97M-V with the def2-TZVPD basis set, the OMol25 dataset).

```
! RIJCOSX wB97M-V def2-TZVPD def2/J DEFGRID3
* xyz 0 1
O -1.094 -2.428 -0.579
H 2.896 -0.627 0.731
H -0.029 1.937 1.524
C 1.310 0.811 0.621
C -0.860 -0.460 -1.864
H -1.040 -0.624 2.023
H -0.195 -0.997 -2.536
H -2.169 -0.708 -0.183
H 0.541 -0.498 2.830
H 1.280 -1.361 0.685
C 1.893 -0.543 0.303
H 2.871 1.664 -0.076
H -1.578 -2.713 0.213
H 1.972 -0.637 -0.785
H -1.583 1.511 -1.394
C -0.285 0.072 2.397
H -2.136 0.867 -2.958
C -1.397 -1.118 -0.825
N 0.137 0.952 1.333
C -1.291 0.913 -2.264
N 1.969 1.898 0.356
H -0.755 0.655 3.195
H -0.458 1.435 -2.746
*
```

Calculated values
Structure (SMILES) = [H]/N=C(\C)NC.C/C=C/O
LUMO level = 0.63 eV



(R)
# C6H14N2O

A cluster of 2 separate species, C6H14N2O in total (ωB97M-V with the def2-TZVPD basis set, the OMol25 dataset).

```
! RIJCOSX wB97M-V def2-TZVPD def2/J DEFGRID3
* xyz 0 1
H -0.358 1.495 -1.447
H -0.463 -0.281 -1.503
H 3.653 0.294 -0.985
O 1.767 -1.754 -0.064
C -1.218 0.633 0.279
N -1.935 -0.439 0.773
H -3.210 -2.074 0.632
H -3.507 -0.848 -0.599
H -1.095 1.564 1.968
N -0.815 1.608 0.990
C 2.579 0.212 -1.144
H 1.954 -0.464 2.171
H 1.129 0.918 1.390
H 2.393 -0.284 -2.094
C -2.724 -1.352 -0.023
C 1.956 -0.562 -0.005
C 1.980 0.231 1.336
H -1.910 0.633 -1.744
C -0.969 0.633 -1.198
H -2.070 -1.879 -0.719
H 2.862 0.863 1.392
H 2.190 1.227 -1.155
H -2.186 -0.374 1.749
*
```

Calculated values
Structure (SMILES) = [H]/N=C(/C)NC.CC(C)=O
LUMO level = 0.90 eV



It comes down to (R), which is 0.0302 hartree more stable than the next structure.



(P)
# C4H8N4O

A structure of composition C4H8N4O (ωB97M-V with the def2-TZVPD basis set, the OMol25 dataset).

```
! RIJCOSX wB97M-V def2-TZVPD def2/J DEFGRID3
* xyz 0 1
N 0.358 0.411 0.089
H -0.965 -2.839 -0.698
C -0.718 1.311 0.098
H -2.934 1.156 0.469
H 1.785 2.023 -0.268
H 0.958 -1.580 1.645
N -1.755 0.583 0.199
H 3.488 0.246 -0.388
C -1.064 -1.714 -0.120
N -0.484 2.523 -0.049
H -1.874 -2.160 0.875
H 1.461 -1.992 -0.345
C 0.507 -1.273 0.397
N 2.590 -0.079 -0.363
O -1.582 -0.516 -0.894
H -1.386 3.073 -0.505
C 1.615 0.826 -0.143
*
```

Calculated values
LUMO level = 0.05 eV



(Q)
# C4H8N4O

The molecule C4H8N4O (ωB97M-V with the def2-TZVPD basis set, the OMol25 dataset).

```
! RIJCOSX wB97M-V def2-TZVPD def2/J DEFGRID3
* xyz 0 1
O 0.324 -2.917 -0.353
H 1.979 -1.074 -0.464
H 1.507 2.570 -0.161
H 1.221 -0.678 1.043
H -1.615 -0.815 -1.125
C 0.812 0.703 -0.499
N 0.680 0.676 -1.761
N -2.210 0.462 1.414
H -2.066 -1.856 0.251
H 0.705 1.602 -2.178
C -1.332 -1.132 -0.115
C -0.011 -1.784 -0.237
H 0.786 1.811 1.170
C -1.193 0.174 0.710
N 1.136 -0.756 0.026
N 1.329 1.701 0.323
H -2.052 1.314 1.958
*
```

Calculated values
LUMO level = 0.54 eV



(R)
# C4H8N4O

A cluster of 3 separate species, C4H8N4O in total (ωB97M-V with the def2-TZVPD basis set, the OMol25 dataset).

```
! RIJCOSX wB97M-V def2-TZVPD def2/J DEFGRID3
* xyz 0 1
C 0.027 1.366 -0.670
N -1.651 -1.058 0.472
H -1.668 -0.673 -1.465
H 2.996 0.314 1.375
N 1.168 -0.599 0.033
O -1.160 0.529 2.064
H 2.201 1.307 -0.051
H -0.334 -1.098 -0.940
H -2.240 1.568 -0.614
H 2.886 -1.613 -0.321
C -1.365 0.148 0.901
N -1.322 -1.549 -0.833
C -1.232 1.055 -0.316
C 1.192 0.734 -0.102
H 0.181 2.120 -1.434
H -2.033 -1.727 1.009
N 2.353 -0.823 0.892
*
```

Calculated values
LUMO level = -0.35 eV



It comes down to (Q), which is 0.1910 hartree more stable than the next structure.



(P)
# C4H8N4O

A cluster of 2 separate species, C4H8N4O in total (ωB97M-V with the def2-TZVPD basis set, the OMol25 dataset).

```
! RIJCOSX wB97M-V def2-TZVPD def2/J DEFGRID3
* xyz 0 1
H -0.522 0.456 2.617
H -0.410 -2.008 -0.882
H -0.051 2.291 0.869
H 0.667 -1.993 -2.340
C -1.329 0.212 1.905
C -0.097 -1.459 -1.768
O 1.196 0.537 -2.028
H -0.975 -1.326 -2.414
C -0.178 0.485 -0.125
N 2.858 -1.118 0.457
C 0.393 -0.098 -1.386
H -1.952 -0.577 2.338
N -0.785 -0.293 0.677
H -1.944 1.116 1.754
N 2.472 -0.281 1.056
H 0.636 2.229 -0.711
N 0.023 1.826 -0.020
*
```

Calculated values
Structure (SMILES) = C/N=C(\N)C(C)=O.N#N
LUMO level = 0.64 eV



(Q)
# C4H8N4O

The molecule C4H8N4O (ωB97M-V with the def2-TZVPD basis set, the OMol25 dataset).

```
! RIJCOSX wB97M-V def2-TZVPD def2/J DEFGRID3
* xyz 0 1
C 2.164 -0.870 0.766
N -0.424 1.899 0.398
H 3.339 -0.871 0.960
H -0.872 -0.324 -1.582
H 1.695 -0.160 1.699
N 0.922 0.646 -0.992
H -0.078 -1.224 -0.193
H 1.669 2.358 0.133
N -2.297 0.572 0.303
C -0.183 -0.230 -0.743
N -2.873 -0.655 -0.101
H -2.556 -1.051 -1.027
C -1.002 0.625 0.111
O 2.143 -0.090 -0.546
C 0.794 1.832 -0.157
H 1.410 -1.799 0.805
H -3.851 -0.658 0.166
*
```

Calculated values
Structure (SMILES) = CON1C=N/C(=N/N)C1
LUMO level = 0.41 eV



It comes down to (P), which is 0.2468 hartree more stable than the next structure.



(P)
# C4H15N3

A cluster of 3 separate species, C4H15N3 in total (ωB97M-V with the def2-TZVPD basis set, the OMol25 dataset).

```
! RIJCOSX wB97M-V def2-TZVPD def2/J DEFGRID3
* xyz 0 1
N -2.669 0.138 -1.194
H 1.530 -1.193 1.216
C -1.424 0.530 0.862
C 2.021 -0.227 1.078
H -1.785 -1.365 -0.120
H -2.732 1.132 -1.353
N 1.185 0.535 0.151
H 3.004 -0.432 0.642
H 0.781 -0.092 -0.684
C 0.029 -0.931 -1.981
H -0.329 -0.125 -2.638
H 1.632 1.374 -0.202
H 1.353 0.573 2.843
H -1.837 1.538 0.902
H 2.756 1.235 2.320
H -0.647 -1.788 -2.083
C -1.904 -0.295 -0.179
H -1.386 0.044 1.835
H 1.009 -1.261 -2.354
H -2.697 -0.424 -2.032
N 2.235 0.368 2.388
H -0.126 0.667 0.584
*
```

Calculated values
LUMO level = 0.96 eV



(Q)
# C4H15N3

A cluster of 2 separate species, C4H15N3 in total (ωB97M-V with the def2-TZVPD basis set, the OMol25 dataset).

```
! RIJCOSX wB97M-V def2-TZVPD def2/J DEFGRID3
* xyz 0 1
H 1.065 1.905 -0.677
H 0.666 -0.991 -1.584
H 0.390 -0.868 0.971
H -2.088 1.372 -0.904
H -2.430 -1.376 0.364
C -1.704 -1.263 -0.450
H 1.857 1.237 -2.107
H -2.258 -1.123 -1.386
N 1.687 -0.222 2.566
H 1.589 0.742 2.221
H -2.298 0.966 0.805
H 2.113 -1.346 0.944
H 1.062 -0.295 3.369
C 1.384 0.972 -1.155
C -1.554 1.079 0.008
H -1.150 -2.205 -0.503
H -0.359 0.306 -2.252
N 1.315 -1.181 1.563
N -0.781 -0.154 -0.183
H -0.907 1.910 0.302
C 0.245 0.000 -1.393
H 2.157 0.534 -0.518
*
```

Calculated values
Structure (SMILES) = CCN(C)C.NN
LUMO level = 0.90 eV



It comes down to (Q), which is 0.0813 hartree more stable than the next structure.



(P)
# CH6O2

A cluster of 2 separate species, CH6O2 in total (ωB97M-V with the def2-TZVPD basis set, the OMol25 dataset).

```
! RIJCOSX wB97M-V def2-TZVPD def2/J DEFGRID3
* xyz 0 1
H -0.455 1.789 1.534
O -0.368 1.995 0.597
H 1.314 -0.735 -1.355
H -0.384 0.105 0.007
O -0.442 -0.913 -0.077
H 0.676 -2.334 -1.210
C 0.818 -1.412 -0.630
H -1.128 2.586 0.422
H 1.555 -1.592 0.224
*
```

Calculated values
Structure (SMILES) = CO.O
LUMO level = 0.65 eV



(Q)
# CH6O2

A cluster of 2 separate species, CH6O2 in total (ωB97M-V with the def2-TZVPD basis set, the OMol25 dataset).

```
! RIJCOSX wB97M-V def2-TZVPD def2/J DEFGRID3
* xyz 0 1
H 2.996 0.044 0.738
H -0.019 -0.956 -0.023
O 2.302 -0.028 -0.009
O -1.000 -0.937 0.019
C -1.639 0.317 -0.046
H -2.666 0.077 -0.075
H -1.241 1.123 -0.739
H -1.582 0.813 0.871
H 2.848 -0.452 -0.736
*
```

Calculated values
Structure (SMILES) = CO.O
LUMO level = 0.54 eV



It comes down to (P), which is 0.0126 hartree more stable than the next structure.



(P)
# CH6O2

A cluster of 2 separate species, CH6O2 in total (ωB97M-V with the def2-TZVPD basis set, the OMol25 dataset).

```
! RIJCOSX wB97M-V def2-TZVPD def2/J DEFGRID3
* xyz 0 1
O -0.147 0.646 2.318
H -0.042 0.748 1.307
C -0.212 -0.474 -0.931
H -0.633 -1.088 -1.726
H -0.084 -0.392 2.416
H -1.045 -0.231 -0.177
O 0.313 0.766 -1.520
H 1.204 1.112 -1.155
H 0.646 -1.087 -0.533
*
```

Calculated values
Structure (SMILES) = CO.O
LUMO level = 0.64 eV



(Q)
# CH6O2

A cluster of 2 separate species, CH6O2 in total (ωB97M-V with the def2-TZVPD basis set, the OMol25 dataset).

```
! RIJCOSX wB97M-V def2-TZVPD def2/J DEFGRID3
* xyz 0 1
H -2.172 0.488 -1.790
H 1.435 -1.269 0.312
C 1.068 -0.229 0.349
H -1.676 -0.693 -0.904
O -2.175 0.154 -0.864
H 0.687 1.120 1.584
H 1.644 0.373 -0.373
O 1.183 0.276 1.637
H 0.007 -0.220 0.048
*
```

Calculated values
Structure (SMILES) = CO.O
LUMO level = 0.74 eV



(R)
# CH6O2

A cluster of 2 separate species, CH6O2 in total (ωB97M-V with the def2-TZVPD basis set, the OMol25 dataset).

```
! RIJCOSX wB97M-V def2-TZVPD def2/J DEFGRID3
* xyz 0 1
O -1.353 -0.034 0.029
H 1.192 0.936 0.227
O -2.760 -0.019 0.215
H -1.087 0.874 -0.247
H 2.084 -0.387 1.031
H 2.423 -0.021 -0.685
C 1.666 -0.066 0.112
H -3.068 -0.563 -0.474
H 0.903 -0.720 -0.207
*
```

Calculated values
Structure (SMILES) = OO.C
LUMO level = 1.02 eV



(S)
# CH6O2

A structure of composition CH6O2 (ωB97M-V with the def2-TZVPD basis set, the OMol25 dataset).

```
! RIJCOSX wB97M-V def2-TZVPD def2/J DEFGRID3
* xyz 0 1
C -1.274 0.584 0.058
O -1.072 -0.701 -0.160
O 2.174 0.034 0.167
H 1.336 -0.363 -0.469
H 2.824 0.376 -0.864
H -0.850 1.023 0.908
H -1.060 -1.208 0.806
H -2.359 0.771 -0.024
H -1.063 1.232 -0.756
*
```

Calculated values
LUMO level = 0.50 eV



It comes down to (Q), which is 0.0161 hartree more stable than the next structure.